Arrangement A

{"formula": "C4H8NO2S", "method": "wB97M-V/def2-TZVPD", "elements": ["O", "C", "C", "C", "S", "N", "C", "O", "H", "H", "H", "H", "H", "H", "H", "H"], "xyz": [[0.61, 1.21, 2.49], [0.60, 1.48, 1.26], [0.49, 0.39, 0.23], [0.22, -1.06, 0.92], [-0.25, -2.48, -0.11], [-0.77, 1.00, -0.30], [-0.34, 1.67, -1.72], [-0.16, 0.60, -2.33], [0.62, 2.51, 0.79], [1.40, 0.17, -0.45], [-0.50, -1.09, 1.77], [1.27, -1.30, 1.32], [-0.49, -1.83, -1.18], [-1.60, 0.43, -0.29], [-1.23, 2.25, -2.02], [0.47, 2.33, -1.66]], "lowdin_charge": [-0.080, -0.267, -0.376, -0.536, 0.652, -0.014, -0.523, -0.271, 0.121, 0.158, 0.054, 0.075, -0.208, 0.086, 0.073, 0.055], "homo_energy_ev": -2.88, "lumo_ev": 3.42, "charge": -1, "smiles": "O=C[C@@H](CS)NC[O-]", "homo_lumo_gap_ev": 6.3}


Arrangement B

{"formula": "C4H8NO2S", "method": "wB97M-V/def2-TZVPD", "elements": ["O", "C", "O", "C", "C", "C", "S", "N", "H", "H", "H", "H", "H", "H", "H", "H"], "xyz": [[0.24, -0.53, -2.77], [0.03, -1.25, -1.74], [-0.45, -2.40, -1.60], [0.54, -0.53, -0.42], [-0.74, 0.35, -0.25], [-0.76, 1.35, 0.93], [0.65, 2.68, 0.74], [0.98, -1.43, 0.66], [1.52, 0.04, -0.87], [-1.56, -0.35, 0.06], [-1.23, 0.66, -1.24], [-1.77, 1.81, 0.89], [-0.57, 0.78, 1.94], [1.24, 2.61, 1.86], [0.26, -1.65, 1.38], [1.62, -2.15, 0.42]], "lowdin_charge": [-0.132, -0.742, -0.080, -0.352, -0.282, -0.472, 0.628, 0.018, 0.159, 0.119, 0.137, 0.055, 0.093, -0.263, 0.070, 0.045], "homo_energy_ev": -3.64, "lumo_ev": 3.13, "charge": -1, "smiles": "N[C@H](CCS)C(=O)[O-]", "homo_lumo_gap_ev": 6.8}


Arrangement C

{"formula": "C4H8NO2S", "method": "wB97M-V/def2-TZVPD", "elements": ["O", "C", "O", "C", "C", "C", "S", "N", "H", "H", "H", "H", "H", "H", "H", "H"], "xyz": [[-2.14, 1.52, -0.22], [-1.13, 1.73, 0.45], [-0.55, 2.71, 0.95], [-0.14, 0.41, 0.50], [0.47, 0.16, -0.87], [1.31, -1.13, -0.99], [0.40, -2.65, -0.69], [0.80, 0.53, 1.61], [-0.74, -0.51, 0.84], [1.16, 1.01, -1.09], [-0.29, 0.16, -1.65], [1.63, -1.19, -2.05], [2.32, -1.15, -0.56], [0.17, -2.34, 0.67], [1.77, 0.26, 1.48], [0.72, 1.49, 1.95]], "lowdin_charge": [-0.053, -0.691, -0.078, -0.368, -0.252, -0.625, 0.639, 0.000, 0.099, 0.124, 0.107, 0.059, 0.055, -0.103, 0.040, 0.045], "homo_energy_ev": -4.04, "lumo_ev": 3.17, "charge": -1, "smiles": "N[C@H](CCS)C(=O)[O-]", "homo_lumo_gap_ev": 7.2}


Order from most stable to least stable according to the calculation: arrangement C, arrangement B, arrangement A


Arrangement A

{"formula": "C4H6O2S2", "method": "wB97M-V/def2-TZVPD", "elements": ["C", "C", "C", "C", "O", "O", "S", "S", "H", "H", "H", "H", "H", "H"], "xyz": [[1.46, -0.96, 3.15], [1.67, -1.45, 2.06], [-1.53, 1.04, 0.18], [0.33, -0.38, -2.79], [-0.98, 0.85, -0.96], [-1.40, 2.34, 2.45], [-1.14, -0.68, -1.81], [-0.54, 1.78, 1.38], [1.53, -0.28, 3.95], [1.42, -1.97, 1.17], [-2.49, 0.63, 0.46], [0.52, -1.38, -3.35], [1.03, 0.07, -2.21], [0.12, 0.38, -3.67]], "lowdin_charge": [-0.003, -0.005, -0.518, -0.392, -0.510, -0.619, 0.888, 0.912, 0.014, 0.004, 0.087, 0.078, -0.018, 0.083], "homo_energy_ev": [-8.30, -8.30], "lumo_ev": [-0.34, -0.34], "homo_lumo_gap_ev": [8.0, 8.0]}


Arrangement B

{"formula": "C4H6O2S2", "method": "wB97M-V/def2-TZVPD", "elements": ["C", "C", "C", "C", "H", "H", "H", "H", "H", "H", "O", "O", "S", "S"], "xyz": [[-1.77, -0.81, -0.17], [-1.63, 0.54, 0.51], [0.47, 0.67, -0.73], [2.61, -0.35, 0.30], [-1.05, -1.58, 0.22], [-2.44, 1.32, 0.27], [-1.89, 0.21, 1.54], [0.12, 1.56, -1.61], [0.58, -0.60, -1.01], [1.71, -1.04, 0.71], [-2.91, -1.17, -0.47], [-0.36, 0.92, 0.69], [2.24, 1.17, -0.30], [4.32, -0.85, 0.04]], "lowdin_charge": [-0.238, -0.310, -0.344, -1.012, 0.133, 0.159, 0.145, 0.162, 0.152, 0.084, 0.031, -0.216, 0.819, 0.437], "homo_energy_ev": -8.91, "lumo_ev": -1.16, "smiles": "O=CCOCSC=S", "homo_lumo_gap_ev": 7.8}


Arrangement C

{"formula": "C4H6O2S2", "method": "wB97M-V/def2-TZVPD", "elements": ["C", "C", "C", "C", "O", "O", "S", "S", "H", "H", "H", "H", "H", "H"], "xyz": [[-1.00, -2.04, 0.22], [-0.72, 2.03, -0.27], [-0.29, -1.23, 0.96], [0.05, 1.12, -0.85], [1.88, -1.75, -1.00], [1.85, 1.86, 0.95], [1.81, -1.09, 0.33], [1.81, 1.09, -0.31], [-2.03, -2.09, 0.48], [-0.59, -2.57, -0.68], [-1.74, 2.24, -0.50], [-0.22, 2.44, 0.57], [-0.43, -0.43, 1.67], [-0.39, 0.44, -1.56]], "lowdin_charge": [-0.071, -0.033, -0.192, -0.382, -0.639, -0.588, 0.758, 0.775, 0.054, 0.085, 0.065, 0.035, 0.058, 0.076], "homo_energy_ev": -9.01, "lumo_ev": -0.36, "smiles": "C=CS(=O)#S(=O)C=C", "homo_lumo_gap_ev": 8.7}


Order from most stable to least stable according to the calculation: arrangement C, arrangement B, arrangement A


Arrangement A

{"formula": "C8H13N", "method": "wB97M-V/def2-TZVPD", "elements": ["C", "C", "C", "C", "C", "C", "C", "C", "H", "H", "H", "H", "H", "H", "H", "H", "H", "H", "H", "H", "H", "N"], "xyz": [[-0.60, 0.33, -0.19], [-0.93, -0.63, -1.33], [0.57, -0.93, -1.98], [1.30, -0.90, -0.71], [0.36, -0.64, 0.47], [0.77, 0.07, 1.61], [-0.24, 0.76, 2.30], [-1.29, 0.58, 1.14], [-0.60, 2.15, -0.39], [0.59, 1.40, -1.49], [-1.61, 0.08, -1.81], [-1.13, -1.75, -1.12], [0.96, -0.15, -2.73], [0.33, -1.82, -2.47], [2.04, -1.86, -0.80], [1.78, 0.03, -0.93], [-0.12, -1.62, 0.56], [1.82, -0.32, 1.95], [-0.27, 1.30, 3.17], [-2.04, 1.40, 1.40], [-1.94, -0.23, 1.19], [0.07, 1.37, -0.63]], "lowdin_charge": [-0.630, -0.070, -0.186, -0.193, -0.356, -0.083, 0.037, -0.135, 0.142, 0.091, 0.108, 0.144, 0.127, 0.071, 0.171, 0.086, 0.155, 0.141, 0.066, 0.129, 0.088, 0.099], "homo_energy_ev": -8.41, "lumo_ev": 1.02, "smiles": "N[C@]12CC=C[C@@H]1CCC2", "homo_lumo_gap_ev": 9.4}


Arrangement B

{"formula": "C8H13N", "method": "wB97M-V/def2-TZVPD", "elements": ["C", "C", "C", "C", "C", "C", "C", "C", "H", "H", "H", "H", "H", "H", "H", "H", "H", "H", "H", "H", "H", "N"], "xyz": [[2.54, -0.41, 0.55], [0.70, 1.06, -0.55], [-0.46, 1.45, 0.42], [-1.62, 0.39, 0.56], [-0.92, -1.05, 1.00], [-0.55, -1.14, -0.60], [-1.83, -0.15, -0.87], [0.62, -0.35, -1.13], [2.34, -1.55, 0.64], [3.76, -0.38, 0.23], [2.40, 0.07, 1.62], [0.91, 2.06, -1.01], [-0.86, 2.42, 0.22], [0.02, 1.54, 1.44], [-2.60, 0.95, 0.88], [-1.61, -1.90, 1.33], [-0.23, -0.70, 1.78], [-0.60, -2.03, -1.10], [-2.92, -0.64, -1.03], [-1.60, 0.59, -1.66], [0.69, -0.37, -2.20], [1.84, 0.16, -0.52]], "lowdin_charge": [-0.153, -0.215, -0.133, -0.288, -0.031, -0.177, -0.134, -0.216, 0.091, 0.119, 0.102, 0.136, 0.089, 0.112, 0.150, 0.115, 0.080, 0.084, 0.146, 0.103, 0.132, -0.111], "homo_energy_ev": -8.62, "lumo_ev": 1.00, "smiles": "CN1[C@@H]2C[C@H]3C[C@H](C3)[C@@H]21", "homo_lumo_gap_ev": 9.6}


Order from most stable to least stable according to the calculation: arrangement B, arrangement A


Arrangement A

{"formula": "C6H13NOSi", "method": "wB97M-V/def2-TZVPD", "elements": ["C", "C", "C", "C", "C", "C", "N", "O", "Si", "H", "H", "H", "H", "H", "H", "H", "H", "H", "H", "H", "H", "H"], "xyz": [[0.94, -1.45, -0.06], [1.92, 1.39, -0.23], [1.74, 2.70, 0.03], [-0.98, 0.37, 1.39], [-1.77, -2.29, 0.22], [-1.03, 0.54, -1.68], [1.84, -2.18, -0.04], [2.83, -2.84, -0.07], [-0.74, -0.73, -0.09], [2.04, 0.76, 0.62], [1.79, 0.84, -1.19], [1.79, 3.09, 1.08], [1.66, 3.50, -0.61], [-0.25, 0.37, 2.19], [-0.87, 1.45, 1.08], [-1.99, 0.24, 1.98], [-2.83, -2.12, 0.21], [-1.46, -2.99, -0.52], [-1.65, -2.81, 1.26], [-0.99, 1.53, -1.24], [-0.07, 0.28, -2.16], [-1.94, 0.35, -2.18]], "lowdin_charge": [-0.081, -0.090, -0.048, -0.223, -0.199, -0.132, -0.194, 0.032, 0.553, 0.031, 0.057, 0.071, 0.010, 0.015, 0.025, 0.072, 0.010, 0.003, 0.079, 0.008, 0.006, -0.005], "homo_energy_ev": -9.65, "lumo_ev": 0.68, "smiles": "C[Si](C)(C)C#[N+][O-].C=C", "homo_lumo_gap_ev": 10.3}


Arrangement B

{"formula": "C6H13NOSi", "method": "wB97M-V/def2-TZVPD", "elements": ["C", "C", "C", "C", "C", "C", "N", "O", "Si", "H", "H", "H", "H", "H", "H", "H", "H", "H", "H", "H", "H", "H"], "xyz": [[-0.77, -0.44, 0.08], [-2.13, 1.36, 0.06], [-3.30, 0.49, -0.05], [1.59, -0.08, -1.79], [1.85, -1.97, 0.67], [1.59, 1.15, 1.11], [-1.66, -1.28, 0.05], [-2.93, -1.01, 0.01], [1.10, -0.34, 0.03], [-1.90, 1.80, 1.02], [-1.77, 1.87, -0.80], [-4.00, 0.57, 0.77], [-3.81, 0.56, -1.01], [2.56, -0.53, -2.01], [0.87, -0.54, -2.46], [1.66, 0.97, -2.05], [1.75, -2.76, -0.08], [2.90, -1.86, 0.90], [1.34, -2.32, 1.57], [2.67, 1.26, 1.16], [1.18, 2.07, 0.71], [1.23, 1.04, 2.13]], "lowdin_charge": [-0.114, -0.026, -0.197, -0.178, -0.180, -0.184, -0.068, -0.129, 0.545, 0.050, 0.049, 0.106, 0.106, 0.023, 0.025, 0.021, 0.027, 0.025, 0.025, 0.025, 0.023, 0.027], "homo_energy_ev": -8.70, "lumo_ev": 0.86, "homo_lumo_gap_ev": 9.6}


Order from most stable to least stable according to the calculation: arrangement B, arrangement A


Arrangement A

{"formula": "C3H13N4", "method": "wB97M-V/def2-TZVPD", "elements": ["C", "N", "C", "N", "H", "H", "H", "H", "H", "H", "H", "N", "C", "N", "H", "H", "H", "H", "H", "H"], "xyz": [[2.44, -2.70, -1.97], [2.15, -1.37, -1.43], [0.96, -1.01, -0.98], [0.65, 0.12, -0.43], [3.51, -2.85, -2.07], [1.96, -2.83, -2.94], [2.08, -3.46, -1.27], [2.95, -0.74, -1.39], [0.21, -1.79, -1.08], [1.32, 0.87, -0.55], [-0.45, 0.48, 0.13], [-1.58, 0.91, 0.62], [-1.39, 1.90, 1.76], [-2.58, 2.37, 2.39], [-2.18, 0.16, 0.96], [-2.10, 1.39, -0.11], [-0.78, 1.36, 2.50], [-0.85, 2.72, 1.29], [-3.21, 2.85, 1.76], [-3.10, 1.62, 2.81]], "lowdin_charge": [-0.046, -0.014, -0.222, 0.091, 0.093, 0.092, 0.092, 0.157, 0.152, 0.101, 0.066, 0.043, -0.282, 0.025, 0.120, 0.122, 0.124, 0.123, 0.082, 0.081], "homo_energy_ev": -13.39, "lumo_ev": -2.56, "charge": 1, "homo_lumo_gap_ev": 10.8}


Arrangement B

{"formula": "C3H13N4", "method": "wB97M-V/def2-TZVPD", "elements": ["C", "C", "C", "N", "N", "N", "N", "H", "H", "H", "H", "H", "H", "H", "H", "H", "H", "H", "H", "H"], "xyz": [[0.81, 0.37, 2.45], [-0.38, -1.67, -1.31], [-1.12, 0.70, -1.27], [0.40, 1.35, -1.28], [0.70, 0.01, 1.06], [-1.04, -0.54, -0.60], [-0.61, -0.36, 0.80], [0.57, -0.53, 3.00], [1.73, 0.81, 2.66], [0.03, 0.98, 2.87], [0.66, -1.66, -0.96], [-0.77, -2.68, -1.19], [-0.42, -1.47, -2.32], [-1.64, 0.82, -2.17], [-1.53, 1.41, -0.56], [1.13, 0.74, -1.68], [0.72, 1.28, -0.25], [1.31, -0.70, 0.97], [-1.05, -1.05, 1.58], [0.51, 2.20, -1.81]], "lowdin_charge": [-0.066, -0.026, -0.068, 0.169, -0.161, -0.178, -0.082, 0.086, 0.078, 0.086, 0.080, 0.091, 0.059, 0.117, 0.127, 0.137, 0.131, 0.070, 0.211, 0.138], "homo_energy_ev": -13.12, "lumo_ev": -3.08, "charge": 1, "smiles": "CNNN(C)C[NH3+]", "homo_lumo_gap_ev": 10.0}


Order from most stable to least stable according to the calculation: arrangement A, arrangement B


Arrangement A

{"formula": "C3H13N4", "method": "wB97M-V/def2-TZVPD", "elements": ["C", "C", "C", "N", "N", "N", "N", "H", "H", "H", "H", "H", "H", "H", "H", "H", "H", "H", "H", "H"], "xyz": [[0.35, 3.24, 1.63], [0.33, 1.75, 1.91], [0.51, 0.85, 0.93], [0.70, 0.10, -0.08], [-2.28, -0.83, -1.10], [-1.11, -1.43, -0.72], [1.88, -2.17, -1.40], [-0.32, 3.57, 0.79], [-0.16, 3.97, 2.33], [1.36, 3.56, 1.29], [-1.35, -1.97, 0.23], [0.07, 1.48, 2.91], [-0.22, -0.54, -0.27], [1.55, -0.29, -0.60], [-3.13, -1.60, -1.05], [-2.51, -0.01, -0.45], [-0.89, -2.21, -1.47], [1.28, -2.93, -1.04], [1.31, -1.82, -2.09], [2.63, -2.71, -1.77]], "lowdin_charge": [-0.091, -0.078, -0.006, 0.164, -0.094, -0.144, 0.042, 0.090, 0.101, 0.095, 0.178, 0.108, -0.002, 0.125, 0.165, 0.116, 0.164, 0.042, -0.015, 0.041], "homo_energy_ev": -13.44, "lumo_ev": -3.60, "charge": 1, "homo_lumo_gap_ev": 9.8}


Arrangement B

{"formula": "C3H13N4", "method": "wB97M-V/def2-TZVPD", "elements": ["C", "C", "C", "N", "N", "N", "N", "H", "H", "H", "H", "H", "H", "H", "H", "H", "H", "H", "H", "H"], "xyz": [[0.43, 0.21, -2.01], [-2.34, -1.87, 0.83], [0.06, -1.92, 1.23], [2.10, 2.51, 0.48], [0.19, 1.12, -0.95], [-1.05, -1.38, 0.95], [-0.87, 0.78, -0.40], [-0.46, -0.34, -2.34], [0.75, 0.85, -2.88], [1.26, -0.49, -1.97], [-2.88, -1.12, 1.32], [-2.69, -1.99, -0.11], [-2.40, -2.94, 1.42], [0.07, -2.85, 1.64], [1.11, -1.39, 1.09], [2.83, 2.16, -0.09], [2.34, 2.37, 1.46], [1.04, 1.66, -0.38], [-1.26, 1.19, 0.48], [1.77, 3.44, 0.22]], "lowdin_charge": [-0.074, -0.116, -0.010, 0.064, -0.072, -0.127, 0.168, 0.104, 0.112, 0.096, 0.063, 0.045, 0.152, 0.033, 0.107, 0.049, 0.078, 0.120, 0.125, 0.082], "homo_energy_ev": [-12.55, -12.55], "lumo_ev": [-4.59, -4.59], "charge": 1, "homo_lumo_gap_ev": [8.0, 8.0]}


Order from most stable to least stable according to the calculation: arrangement A, arrangement B